Computed, not measured: C29H47BrCaCsF6N3O16PSV as an isolated structure at a distorted geometry, with the ωB97M-V functional and the def2-TZVPD basis.

## Properties
* multiplicity: 1
* highest occupied orbital energy: -0.26101 Eh
* gap between HOMO and LUMO: 0.074 hartree

Geometry as XYZ:
```
107
Properties=species:S:1:pos:R:3:forces:R:3
C 3.679 -0.199 3.324 -0.05 -0.69 -1.11
P 5.038 0.646 2.427 1.72 1.48 2.11
C 6.051 -0.719 1.742 -0.62 0.24 -0.72
N 4.399 1.736 1.090 -1.10 -2.58 -0.12
C 4.916 1.501 -0.137 0.62 0.57 -0.37
N 6.219 1.602 -0.341 -0.41 0.08 0.10
C 6.855 1.333 -1.634 0.81 -0.30 0.30
C 6.920 2.536 -2.569 0.33 -0.59 -0.21
O 7.154 3.770 -1.920 -0.49 0.33 -0.07
N 4.164 1.191 -1.228 -0.61 0.64 0.38
C 3.013 0.349 -0.910 0.04 -0.36 -0.27
C 2.217 0.763 0.328 -0.03 -0.04 0.73
C 0.710 1.003 0.111 0.60 -0.24 -0.48
C 0.302 1.770 -1.167 -0.63 0.27 0.46
C -0.493 3.065 -0.922 -0.38 -0.32 -1.05
C -1.549 2.934 0.129 0.44 0.84 1.51
O -1.534 3.620 1.121 -0.27 -0.24 -0.57
O -2.543 1.998 -0.031 0.23 -0.01 -0.18
C 2.919 1.911 1.074 -0.07 1.01 -1.52
C 2.614 3.277 0.415 -0.17 -0.44 0.92
C 3.503 4.421 0.901 -0.31 0.78 -0.78
C 4.429 4.963 -0.185 0.19 -0.31 0.82
Br 3.473 5.528 -1.768 0.09 -0.11 -0.12
H 3.325 -1.074 2.780 -0.46 -0.01 0.07
H 2.873 0.455 3.633 -0.11 0.10 -0.07
H 4.179 -0.577 4.216 0.30 0.20 0.10
H 5.642 -1.269 0.895 0.01 -0.27 0.03
H 7.011 -0.294 1.467 0.12 -0.01 -0.14
H 6.257 -1.365 2.592 -0.22 -0.10 0.15
H 6.770 1.855 0.465 0.14 0.12 -0.01
H 7.878 1.033 -1.413 0.09 0.01 0.26
H 6.397 0.461 -2.099 -0.31 0.09 -0.19
H 6.037 2.556 -3.204 -0.25 0.48 0.16
H 7.764 2.353 -3.233 -0.02 -0.16 -0.21
H 7.427 3.636 -1.012 0.16 -0.11 0.07
H 3.939 2.015 -1.774 0.31 -0.21 -0.57
H 3.430 -0.642 -0.754 -0.04 -0.19 -0.11
H 2.429 0.269 -1.820 -0.15 -0.01 -0.06
H 2.274 -0.085 1.010 -0.06 -0.10 0.09
H 0.317 1.442 1.029 -0.17 0.18 -0.02
H 0.273 0.010 0.027 -0.11 -0.12 0.14
H 1.129 2.023 -1.822 0.21 -0.10 0.01
H -0.352 1.123 -1.747 0.07 -0.15 -0.18
H 0.124 3.931 -0.726 0.11 0.03 0.39
H -1.004 3.287 -1.861 -0.09 0.05 -0.08
H -2.141 1.125 0.053 -0.13 -0.20 -0.27
H 2.502 2.007 2.070 0.53 -0.33 0.42
H 1.595 3.509 0.708 -0.18 0.01 -0.11
H 2.602 3.183 -0.663 0.12 0.20 -0.17
H 4.125 4.162 1.755 -0.02 -0.20 0.11
H 2.866 5.256 1.186 -0.08 0.02 0.26
H 5.168 4.206 -0.423 0.06 0.04 -0.62
H 4.961 5.835 0.172 0.05 0.16 -0.03
F 6.232 2.115 4.629 0.13 1.17 0.06
C -6.297 1.381 -1.021 0.87 0.57 0.44
O -5.468 1.283 -2.180 -0.39 -0.27 -0.15
H -7.105 0.668 -1.129 2.36 1.92 2.14
H -5.726 1.142 -0.124 -0.18 0.02 0.12
H -6.713 2.388 -0.942 -0.15 -0.05 0.17
H -4.750 1.913 -2.085 0.08 -0.02 -0.02
C -7.848 -2.140 -0.019 -0.18 -1.30 0.21
C -9.099 -1.378 0.494 1.07 -0.42 -0.03
O -8.716 -0.122 0.777 -0.46 0.33 -0.60
H -7.056 -2.183 0.726 -0.09 0.23 0.13
H -8.109 -3.176 -0.279 0.10 0.02 -0.10
H -7.445 -1.670 -0.912 0.75 -1.13 1.27
H -9.492 -2.010 1.317 -0.05 0.33 0.19
H -9.884 -1.518 -0.301 -0.12 0.24 -0.07
O 6.305 -0.571 5.717 -0.44 1.94 1.10
V 5.851 -1.993 6.645 -0.39 -1.79 1.10
O 5.233 -2.786 7.983 0.48 1.15 -1.12
Cs -8.299 -0.291 -2.265 -3.57 -0.52 -3.73
C -9.406 -4.582 -5.682 0.07 -0.01 -0.02
O -9.300 -5.281 -6.681 -0.05 0.15 -0.02
O -8.590 -3.692 -5.328 -0.10 0.01 0.09
O -10.348 -4.641 -4.850 0.11 0.08 -0.03
Ca 6.047 1.829 6.527 0.15 -1.94 -0.59
F -7.328 -7.017 -4.715 -0.02 0.02 0.03
C -8.137 -8.072 -4.482 -0.10 -0.16 0.04
C -7.700 -9.081 -3.648 0.19 0.00 0.11
C -8.538 -10.160 -3.408 -0.09 0.05 -0.08
C -9.789 -10.220 -4.009 -0.04 -0.05 0.02
C -10.205 -9.196 -4.847 0.12 -0.08 0.12
C -9.377 -8.109 -5.084 -0.15 0.11 -0.14
H -6.719 -9.018 -3.196 0.00 0.03 -0.01
H -8.214 -10.955 -2.752 0.03 -0.01 0.00
H -10.437 -11.066 -3.822 -0.01 -0.01 0.00
H -11.177 -9.242 -5.319 -0.01 0.03 -0.01
H -9.685 -7.299 -5.727 0.04 -0.08 -0.03
C 0.806 4.473 8.021 -0.16 0.22 -0.12
C 1.033 4.178 9.486 -0.19 -0.35 -0.09
O 2.345 3.618 9.475 0.02 0.40 0.05
C 2.994 4.156 8.422 0.09 -0.04 -0.03
O 4.178 4.114 8.271 0.26 -0.46 -0.29
O 2.145 4.752 7.571 -0.13 -0.05 0.10
F 0.163 3.265 9.958 0.08 -0.05 0.03
H 0.416 3.607 7.486 0.02 -0.10 0.14
H 0.151 5.321 7.850 0.20 0.15 -0.08
H 1.022 5.055 10.135 -0.01 -0.05 0.07
C 3.994 -0.190 -5.169 -0.01 0.04 -0.06
F 3.062 -0.415 -6.096 -0.13 -0.04 0.00
F 5.030 0.394 -5.783 0.13 0.08 0.07
F 3.480 0.731 -4.308 0.00 0.04 0.09
S 4.489 -1.736 -4.295 0.09 -0.25 0.36
O 4.998 -2.549 -5.365 0.09 0.01 -0.11
O 3.252 -2.183 -3.693 -0.13 0.22 0.08
O 5.480 -1.262 -3.337 -0.03 0.26 0.00
```
Positions in Å, forces in eV/Å.



Computed, not measured: C36H41N8O2PdSTe2 as an isolated structure at a distorted geometry, with the ωB97M-V functional and the def2-TZVPD basis.

## Properties
* charge: -2
* multiplicity: 2
* highest occupied orbital energy (spin up / spin down): 0.03918 / 0.03906 Eh
* gap between HOMO and LUMO (spin up / spin down): 0.075 / 0.075 hartree
* ΔE to the lowest compared entry with this formula, charge and spin: 67.8 kcal per mole
* expectation value of S²: 0.764

Geometry as XYZ:
```
91
Properties=species:S:1:pos:R:3:forces:R:3
Pd -1.642 2.248 0.380 1.22 -1.58 -2.62
N -2.825 2.794 3.597 1.26 -0.68 -0.24
C -3.790 2.576 2.663 1.72 0.43 -3.49
N -5.037 2.529 2.997 -1.62 -0.23 3.15
C -5.964 2.450 2.068 1.49 0.56 -3.68
N -7.237 2.739 2.418 -2.35 -0.70 -0.26
N -5.716 2.332 0.747 -2.02 -0.21 2.26
C -4.424 2.335 0.444 0.53 -0.38 -3.31
N -3.446 2.540 1.334 1.07 0.62 2.95
C -4.066 2.149 -0.980 -3.44 -0.96 3.11
C -5.080 1.626 -1.861 1.68 0.57 -0.71
C -4.738 1.570 -3.185 -1.43 -0.18 -0.35
C -3.467 1.978 -3.630 1.15 -0.19 0.21
C -2.487 2.234 -2.638 -0.52 0.10 -1.03
N -2.796 2.257 -1.315 1.78 0.74 -1.72
H -3.150 2.628 4.530 -0.11 -0.01 0.25
H -1.828 2.486 3.400 -1.49 0.47 -0.31
H -7.413 2.564 3.381 -0.12 -0.02 0.73
H -7.974 2.328 1.813 1.08 0.56 0.47
H -5.978 1.207 -1.472 -0.58 0.17 0.22
H -5.508 1.249 -3.920 0.68 0.00 0.48
H -3.227 1.871 -4.718 0.09 0.39 1.24
H -1.469 2.472 -2.996 -0.54 -0.45 0.86
C -1.451 -0.866 -0.419 -1.14 1.42 -0.30
C -0.273 0.028 -0.774 0.91 0.98 -0.89
O 0.832 -0.552 -1.125 -3.31 -3.40 0.38
N -0.294 1.348 -0.849 -0.94 -0.26 0.91
Te 2.077 1.300 -1.595 2.07 2.29 -0.51
C 4.257 1.065 -1.132 -0.52 1.20 -1.05
C 4.933 2.290 -1.089 0.65 0.20 0.86
C 4.297 3.656 -1.285 0.52 0.75 -0.41
C 6.298 2.278 -0.809 0.38 -1.20 -0.76
C 6.969 1.053 -0.584 0.40 -0.13 0.15
C 8.469 0.992 -0.290 0.04 0.11 0.69
C 6.255 -0.150 -0.461 -1.53 1.88 0.08
C 4.840 -0.115 -0.694 0.92 -0.77 -0.20
C 3.970 -1.356 -0.490 0.95 -0.22 -0.09
C 1.756 1.075 -3.795 1.18 -0.20 0.56
C 2.066 -0.077 -4.552 -1.01 0.87 0.23
C 2.871 -1.212 -4.015 0.20 -0.56 -1.41
C 1.484 -0.169 -5.819 0.22 -1.60 -0.50
C 0.779 0.835 -6.446 -0.06 0.62 0.70
C 0.046 0.532 -7.712 -0.13 1.59 -1.12
C 0.719 2.078 -5.785 0.72 -0.54 -1.10
C 1.190 2.159 -4.476 -1.61 1.35 0.29
C 0.813 3.503 -3.833 0.96 0.89 -0.81
H -2.339 -0.701 -1.089 0.81 0.28 0.39
H -1.800 -0.614 0.583 0.01 -0.38 0.21
H -1.172 -1.873 -0.575 0.41 -1.19 0.34
H 3.742 4.127 -0.452 0.18 -0.92 0.02
H 3.583 3.620 -2.105 0.06 0.09 -0.10
H 5.097 4.397 -1.506 -0.25 -0.35 -0.10
H 6.842 3.189 -1.023 0.37 0.11 0.48
H 8.659 1.609 0.607 0.14 -0.25 -0.23
H 9.182 1.344 -1.048 -0.51 0.12 -0.22
H 8.787 -0.041 -0.053 -0.26 0.40 -0.04
H 6.786 -0.981 -0.030 -0.10 -0.59 -0.20
H 4.621 -2.152 -0.036 -0.73 0.37 -0.50
H 3.446 -1.689 -1.402 0.67 -0.01 0.35
H 3.137 -1.130 0.162 -0.10 0.14 0.41
H 2.488 -1.585 -3.058 0.04 0.09 -0.32
H 3.920 -0.884 -3.924 -0.27 -0.21 0.30
H 2.841 -1.981 -4.850 0.17 0.36 1.30
H 1.525 -1.147 -6.379 0.14 0.87 0.70
H -0.347 -0.497 -7.725 0.26 0.38 -0.18
H 0.720 0.757 -8.596 -0.79 -0.62 0.64
H -0.810 1.262 -7.802 0.66 -0.88 -0.03
H 0.481 3.018 -6.346 -0.41 -1.00 0.67
H 0.175 4.142 -4.515 0.51 -0.88 0.69
H 1.719 4.091 -3.626 0.07 -0.09 -0.17
H 0.383 3.453 -2.856 -0.58 -0.42 0.50
C -1.750 -3.635 7.208 0.14 0.97 -0.93
Te -0.307 -3.387 5.538 -0.97 -1.25 0.73
C -1.216 -5.333 5.031 0.47 -0.11 -0.70
C -1.941 -5.940 6.212 0.57 1.04 0.31
C -2.484 -7.223 6.198 0.14 -0.44 0.75
C -3.123 -7.692 7.370 -0.39 -2.19 -1.71
C -3.288 -6.884 8.440 -0.64 0.10 2.79
C -2.807 -5.594 8.443 0.97 1.17 -1.06
C -2.102 -5.073 7.326 -1.23 -1.84 0.27
H -2.674 -3.050 6.967 0.90 -0.31 0.31
H -1.221 -3.229 8.057 -0.27 0.08 0.43
H -0.492 -6.015 4.516 -0.67 0.61 0.54
H -1.970 -5.004 4.331 -0.10 -0.24 -0.52
H -2.345 -7.886 5.327 -0.12 0.47 0.53
H -3.545 -8.744 7.463 0.71 1.40 -0.50
H -3.770 -7.272 9.396 0.56 0.49 -1.47
H -2.955 -4.949 9.294 -0.08 0.07 0.23
O 2.100 2.105 1.306 -0.67 0.31 0.88
S 0.984 2.168 2.287 2.94 -0.32 -0.30
N -0.400 2.047 1.905 -2.17 0.29 0.60
```
Positions in Å, forces in eV/Å.



Computed, not measured: C6H15InNO2 as an isolated structure at a distorted geometry, with the ωB97M-V functional and the def2-TZVPD basis.

## Properties
* charge: +3
* multiplicity: 1
* highest occupied orbital energy: -0.79632 Eh
* gap between HOMO and LUMO: 0.138 hartree
* ΔE to the lowest compared entry with this formula, charge and spin: 10.3 kcal per mole

Geometry as XYZ:
```
25
Properties=species:S:1:pos:R:3:forces:R:3
In -1.218 0.603 1.881 0.30 0.00 -0.40
C -1.044 3.732 -0.333 -0.11 0.35 -0.42
O -0.231 2.592 0.059 -0.12 -0.10 0.62
C 0.754 2.236 -0.837 0.23 0.52 -1.19
C 1.491 0.941 -0.460 -0.41 0.24 1.12
N 0.642 -0.194 -0.207 1.18 -0.22 -1.69
C 1.298 -1.467 0.200 -0.20 0.43 0.90
C 0.289 -2.577 0.177 0.39 -0.39 -0.24
O -0.825 -2.154 0.900 -0.34 0.42 0.19
C -1.879 -3.111 1.020 -0.35 -0.65 0.17
H -1.560 3.544 -1.282 0.00 -0.12 0.12
H -0.385 4.598 -0.477 0.03 -0.14 0.11
H -1.751 3.928 0.465 0.00 -0.09 0.07
H 1.532 3.035 -0.894 0.02 -0.26 0.45
H 0.404 2.257 -1.891 -0.19 -0.22 0.30
H 2.157 1.102 0.400 0.15 -0.17 -0.18
H 2.146 0.705 -1.328 -0.16 -0.07 -0.07
H 0.019 -0.330 -1.017 -0.39 -0.06 0.40
H 1.751 -1.320 1.184 -0.07 0.00 0.02
H 2.133 -1.668 -0.490 -0.06 0.06 -0.12
H 0.746 -3.483 0.613 -0.13 0.00 -0.15
H -0.021 -2.843 -0.850 -0.02 0.02 0.05
H -1.528 -4.031 1.520 0.08 0.19 -0.08
H -2.246 -3.407 0.024 0.14 0.12 0.06
H -2.676 -2.686 1.623 0.05 0.14 -0.04
```
Positions in Å, forces in eV/Å.



Computed, not measured: one molecule with the formula C4H8N2O at a distorted geometry, with the ωB97M-V functional and the def2-TZVPD basis.

## Properties
* multiplicity: 1
* highest occupied orbital energy: -0.25827 Eh
* gap between HOMO and LUMO: 0.292 hartree
* ΔE to the lowest compared entry with this formula, charge and spin: 92.0 kcal per mole
* SMILES: C=CN(N)/C=C/O

Geometry as XYZ:
```
15
Properties=species:S:1:pos:R:3:forces:R:3
C -0.719 2.018 0.494 0.00 -0.54 0.09
C 0.241 1.426 -0.224 0.26 0.45 -0.18
N 0.737 0.133 -0.171 -1.10 0.66 0.87
N 2.069 -0.029 -0.610 1.17 -0.23 -0.59
C -0.013 -1.032 -0.079 -0.30 -0.64 -0.04
C -1.311 -1.232 0.196 0.37 0.70 0.00
O -1.931 -2.454 0.193 0.48 -0.52 -0.23
H -1.236 1.504 1.295 -0.04 0.03 -0.07
H -0.982 3.054 0.310 0.08 -0.22 -0.09
H 0.757 2.028 -0.971 0.10 0.00 0.02
H 2.520 -0.749 -0.040 -0.32 0.14 0.01
H 2.603 0.814 -0.387 -0.47 -0.15 0.01
H 0.589 -1.907 -0.307 0.00 -0.03 0.01
H -2.019 -0.453 0.438 0.12 0.10 0.01
H -1.306 -3.121 -0.138 -0.36 0.25 0.17
```
Positions in Å, forces in eV/Å.



Computed, not measured: C30H25BN12O5STi as an isolated structure at a distorted geometry, with the ωB97M-V functional and the def2-TZVPD basis.

## Properties
* charge: +1
* multiplicity: 4
* highest occupied orbital energy (spin up / spin down): -0.31884 / -0.44147 Eh
* gap between HOMO and LUMO (spin up / spin down): 0.165 / 0.194 hartree
* ΔE to the lowest compared entry with this formula, charge and spin: 56.9 kcal per mole
* expectation value of S²: 3.789

Geometry as XYZ:
```
75
Properties=species:S:1:pos:R:3:forces:R:3
Ti 0.114 -0.137 0.136 2.05 1.29 -0.57
C 1.027 2.619 -2.901 -0.29 -0.16 0.15
C 0.049 1.914 -2.207 0.33 0.26 -0.58
N 0.611 0.918 -1.513 -0.34 0.73 -0.71
N 1.932 0.947 -1.777 0.53 0.25 -0.41
C 2.207 1.966 -2.604 -0.34 -0.05 0.22
B 2.828 -0.288 -1.482 -0.35 -0.11 0.11
N 1.936 -1.537 -1.706 0.43 -0.37 -0.59
C 2.071 -2.562 -2.556 -0.25 -0.16 -0.01
C 1.091 -3.494 -2.273 -0.15 0.08 0.30
C 0.386 -2.954 -1.203 0.24 -0.36 -0.36
N 0.898 -1.767 -0.873 -0.11 -0.30 -0.12
N 3.153 -0.340 0.014 0.71 0.05 -0.03
C 4.231 -0.894 0.592 -0.20 -0.01 0.28
C 3.926 -1.165 1.906 -0.18 0.04 -0.12
C 2.604 -0.754 2.053 0.31 -0.04 0.08
N 2.144 -0.249 0.904 -0.05 0.16 0.29
N 4.048 -0.255 -2.351 0.57 0.15 0.15
C 5.217 0.418 -2.161 0.19 0.09 -0.06
C 5.980 0.269 -3.290 -0.04 0.08 0.15
C 5.188 -0.508 -4.149 0.04 0.25 0.41
N 4.044 -0.801 -3.578 -0.76 -0.47 -0.60
H 0.897 3.478 -3.524 -0.04 0.17 -0.20
H -1.018 2.050 -2.244 0.08 0.04 0.17
H 3.205 2.175 -2.932 0.26 -0.10 -0.11
H 2.829 -2.543 -3.314 0.08 0.01 -0.03
H 0.910 -4.422 -2.770 0.02 -0.25 -0.10
H -0.433 -3.395 -0.658 -0.03 0.12 0.02
H 5.137 -1.070 0.053 0.19 -0.04 -0.24
H 4.563 -1.612 2.639 0.14 -0.05 0.21
H 2.009 -0.815 2.949 -0.17 0.12 -0.11
H 5.417 0.962 -1.260 0.04 0.10 0.25
H 6.962 0.650 -3.479 0.21 0.15 0.04
H 5.406 -0.849 -5.140 0.02 -0.12 -0.24
O -4.393 -3.670 4.697 -0.09 -0.08 -0.18
N -4.263 -3.513 3.499 -0.59 -0.55 0.61
O -4.935 -4.083 2.659 -0.08 -0.10 0.02
C -3.248 -2.594 3.064 1.23 1.13 0.15
C -2.531 -1.956 4.064 -0.73 -0.62 -0.56
C -1.545 -0.999 3.785 0.53 0.50 -1.07
C -0.902 -0.190 4.756 -0.31 -0.53 0.35
C -0.049 0.808 4.329 0.45 0.34 -1.08
C 0.232 0.960 2.976 0.68 1.03 1.96
N -0.295 0.158 2.028 -0.42 -0.45 0.45
C -1.212 -0.771 2.426 -0.86 -0.30 0.79
C -1.928 -1.431 1.391 -0.40 -0.12 0.63
N -1.575 -1.079 0.118 -3.10 -2.19 -0.59
C -2.313 -1.548 -0.904 0.69 0.49 0.58
C -3.387 -2.396 -0.698 -0.49 -0.18 0.37
C -3.738 -2.797 0.582 0.39 0.21 -0.55
C -3.003 -2.316 1.683 -0.09 -0.25 0.08
H -2.785 -2.177 5.088 0.00 -0.02 0.07
H -1.104 -0.345 5.802 -0.08 0.01 0.11
H 0.414 1.474 5.040 0.05 0.08 0.02
H 0.929 1.724 2.643 -0.09 -0.13 0.02
H -2.017 -1.224 -1.900 0.01 -0.12 0.13
H -3.969 -2.734 -1.540 0.00 -0.04 -0.12
H -4.567 -3.468 0.733 0.04 0.06 -0.03
N -1.848 1.622 0.155 -0.25 0.10 -0.03
C -1.630 3.016 -0.036 0.10 0.30 0.06
C -2.572 3.813 -0.680 0.05 0.18 -0.33
C -2.320 5.163 -0.900 -0.81 -0.56 0.15
C -1.101 5.645 -0.509 0.02 1.13 0.52
C -0.144 4.899 0.130 0.23 -0.83 0.84
C -0.413 3.563 0.369 0.24 0.14 -0.05
S -0.624 7.425 -0.850 0.91 -1.90 -3.64
O 0.760 7.256 -1.204 -0.08 0.77 0.33
O -0.913 7.874 0.493 -0.55 0.18 1.91
O -1.541 7.785 -1.890 -0.04 0.60 0.26
H -2.700 1.339 -0.332 0.19 -0.03 0.18
H -1.982 1.422 1.146 0.07 -0.02 -0.15
H -3.504 3.383 -1.022 -0.10 -0.03 0.00
H -3.048 5.797 -1.381 -0.07 0.13 0.02
H 0.789 5.358 0.404 0.18 0.02 0.16
H 0.325 2.921 0.838 0.00 0.12 -0.07
```
Positions in Å, forces in eV/Å.